{
  "formula": "C3H2BaO4",
  "method": "ωB97M-V with the def2-TZVPD basis set",
  "homo_lumo_gap_ev": 6.92,
  "homo_ha": -0.2866,
  "multiplicity": 1,
  "elements": ["H", "C", "C", "O", "C", "O", "O", "Ba", "O", "H"],
  "positions_angstrom": [[-1.04128, -1.46522, 0.81737], [-1.56534, -0.39460, -0.01042], [-0.34020, -1.05218, -0.32644], [0.61379, -0.12665, -0.57017], [1.85993, 0.11908, 0.15306], [2.55252, -0.79750, 0.50196], [1.93820, 1.37623, 0.24361], [0.01939, 2.29160, -0.41819], [-1.61236, 0.94808, 0.10023], [-2.42465, -0.89883, -0.49101]]
}

---

{
  "formula": "C3H2Br2Cl3O2Se2Te2Ti",
  "method": "ωB97M-V with the def2-TZVPD basis set",
  "homo_lumo_gap_ev": 6.58,
  "homo_ha": -0.1670,
  "charge": -1,
  "multiplicity": 1,
  "elements": ["Ti", "Br", "C", "Br", "H", "H", "Se", "Te", "Te", "Se", "Cl", "C", "Cl", "Cl", "C", "O", "O"],
  "positions_angstrom": [[-0.23898, 1.10565, 0.41020], [2.98187, 0.29711, -0.90909], [1.86921, 0.77336, 0.62482], [-0.03913, 1.51903, 2.86345], [2.26392, 1.72647, 0.97709], [2.07634, 0.01691, 1.37678], [-2.86064, 0.59505, 0.26656], [-3.57344, 2.92192, -0.34619], [-1.10344, 3.86066, 0.21109], [0.21075, 2.59511, -1.47566], [0.57931, -3.77071, 0.47587], [-0.21101, -2.76517, -0.74350], [0.60110, -2.96233, -2.29708], [-1.91741, -3.22680, -0.89752], [-0.19659, -1.28532, -0.29519], [-0.37656, -1.01682, 0.90937], [-0.06529, -0.38412, -1.15100]]
}

---

{
  "formula": "C3H2Br2ClF",
  "method": "ωB97M-V with the def2-TZVPD basis set",
  "homo_lumo_gap_ev": 8.09,
  "homo_ha": -0.3318,
  "multiplicity": 1,
  "elements": ["C", "C", "C", "F", "Cl", "Br", "Br", "H", "H"],
  "positions_angstrom": [[0.43997, -0.48135, -0.69398], [-3.15199, -0.05559, 0.23736], [1.56613, 0.26567, -0.22134], [-2.00422, -0.16465, 0.89263], [-3.65328, 1.52102, 0.27605], [0.44811, -2.29543, -0.55140], [3.11438, -0.60296, 0.74357], [2.00933, 0.73273, -1.10737], [1.23159, 1.08055, 0.42448]]
}

---

{
  "formula": "C3H2Br3O2",
  "method": "ωB97M-V with the def2-TZVPD basis set",
  "homo_lumo_gap_ev": 7.58,
  "homo_ha": -0.1809,
  "charge": -1,
  "multiplicity": 1,
  "elements": ["C", "C", "C", "O", "O", "Br", "Br", "Br", "H", "H"],
  "positions_angstrom": [[0.38862, 0.74434, 1.43428], [0.83612, 0.27122, 0.06393], [-0.68178, -0.51251, -0.81398], [1.32249, 1.14610, 2.11629], [-0.82486, 0.66631, 1.68845], [-1.48041, 0.83114, -1.96222], [0.08821, -2.19998, -1.94590], [-2.04932, -1.49369, 0.16739], [0.79427, 1.04465, -0.73509], [1.60667, -0.49757, -0.01315]]
}

---

{
  "formula": "C3H2BrClF2",
  "method": "ωB97M-V with the def2-TZVPD basis set",
  "homo_lumo_gap_ev": 10.61,
  "homo_ha": -0.3721,
  "multiplicity": 1,
  "elements": ["C", "C", "C", "F", "F", "Cl", "Br", "H", "H"],
  "positions_angstrom": [[1.12622, 1.20114, -0.77715], [2.06789, 0.49580, -0.54795], [-0.31831, -2.40994, 0.44756], [-1.43937, -2.35774, -0.20478], [-0.12830, -3.55826, 1.10231], [1.08198, -2.23682, -0.72055], [3.62765, -0.16426, 0.15635], [-0.12373, -1.64874, 1.24516], [0.09597, 1.20457, -0.84773]]
}

---

{
  "formula": "C3H2BrClFO2",
  "method": "ωB97M-V with the def2-TZVPD basis set",
  "homo_lumo_gap_ev": [7.42, 7.55],
  "homo_ha": [-0.1521, -0.1567],
  "charge": -1,
  "multiplicity": 1,
  "elements": ["C", "C", "C", "O", "O", "F", "Cl", "Br", "H", "H"],
  "positions_angstrom": [[-0.92833, 0.92631, 1.24622], [1.32154, -0.16255, -1.04312], [-0.83246, -0.16957, 0.11743], [-1.83801, 0.58976, 2.00349], [-0.15108, 1.88885, 1.14862], [-1.66491, -0.10108, -0.93400], [1.55984, -1.73872, -1.56638], [-0.86201, -2.03194, 0.79483], [1.79055, 0.14533, -0.07810], [1.60486, 0.65361, -1.68901]]
}

---

{
  "formula": "C3H2BrO2S",
  "method": "ωB97M-V with the def2-TZVPD basis set",
  "homo_lumo_gap_ev": [6.90, 7.11],
  "homo_ha": [-0.1299, -0.1370],
  "charge": -1,
  "multiplicity": 1,
  "elements": ["C", "C", "C", "O", "O", "S", "Br", "H", "H"],
  "positions_angstrom": [[-1.47753, 0.93510, 0.47454], [-0.45466, -0.84505, -0.50393], [-1.47584, 0.10119, -0.60974], [1.96523, -1.33952, -0.83436], [1.28483, -1.02184, 1.54084], [1.15386, -0.66501, 0.12906], [2.03025, 1.52374, 0.06842], [-0.84426, 1.56754, 1.04688], [-2.18187, -0.25615, -1.31171]]
}

---

{
  "formula": "C3H2CaO4",
  "method": "ωB97M-V with the def2-TZVPD basis set",
  "homo_lumo_gap_ev": 4.95,
  "homo_ha": -0.2146,
  "multiplicity": 1,
  "elements": ["O", "C", "O", "O", "C", "C", "O", "Ca", "H", "H"],
  "positions_angstrom": [[2.56174, -0.33557, 0.32354], [3.41679, 0.28925, -0.18139], [4.36393, 0.78987, -0.59714], [-0.49118, 1.06113, 0.34374], [-1.70075, 0.65092, -0.11836], [-2.02424, -0.66506, -0.13022], [-1.12240, -1.60439, 0.23853], [0.45262, -0.60646, 0.95484], [-2.43105, 1.41925, -0.40106], [-3.02546, -0.99893, -0.43247]]
}

---

{
  "formula": "C3H2CeO3",
  "method": "ωB97M-V with the def2-TZVPD basis set",
  "homo_lumo_gap_ev": [4.41, 5.21],
  "homo_ha": [-0.7723, -0.7692],
  "charge": 3,
  "multiplicity": 2,
  "elements": ["C", "C", "O", "C", "O", "O", "H", "H", "Ce"],
  "positions_angstrom": [[0.72758, 0.16391, -0.24407], [-0.44282, -0.55532, -0.17564], [-1.64435, 0.23243, -0.51482], [-2.14574, 0.36545, 0.58701], [-2.78348, 0.75902, 1.45303], [1.86765, -0.40401, -0.22545], [0.66020, 1.26221, -0.26002], [-0.58520, -1.62850, -0.27590], [4.34616, -0.19518, -0.34415]]
}

---

{
  "formula": "C3H2Cl2N2",
  "method": "ωB97M-V with the def2-TZVPD basis set",
  "homo_lumo_gap_ev": 9.47,
  "homo_ha": -0.3490,
  "multiplicity": 1,
  "elements": ["C", "C", "C", "N", "N", "Cl", "Cl", "H", "H"],
  "positions_angstrom": [[-0.03301, -0.70625, -0.17147], [0.08634, 0.62178, 1.42175], [-0.25435, -0.95508, -1.55314], [0.14657, -1.94508, -0.40603], [0.27730, 1.79519, 1.07027], [-0.14151, -0.24654, 2.86723], [0.92407, -0.39702, -2.75534], [-1.25049, -0.84129, -2.16385], [0.24509, 2.67428, 1.69058]]
}

---

no.,E_tot (a.u.)
1,-441.87577
2,-12983.23260
3,-5823.37793
4,-7988.04853
5,-3349.33685
6,-3400.03002
7,-3238.04336
8,-1094.11103
9,-814.98996
10,-1145.24031